Record 1
ORCA calculation (wB97M-V/def2-TZVPD) on C53H64GeN2P2RhSSi4 as an isolated structure.

Geometry as ORCA input:
```
! wB97M-V def2-TZVPD RIJCOSX def2/J DEFGRID3
* xyz 2 2
Rh 0.335 -0.107 0.088
C -2.474 -2.245 -1.063
Si -0.825 -2.037 -0.197
C -0.993 -2.934 1.439
C -1.652 -4.161 1.557
C -1.832 -4.749 2.799
C -1.371 -4.114 3.946
C -0.723 -2.894 3.850
C -0.533 -2.313 2.598
P 0.341 -0.730 2.425
C 2.031 -1.115 2.969
C 2.950 -0.083 3.175
C 4.264 -0.369 3.496
C 4.676 -1.692 3.624
C 3.769 -2.718 3.434
C 2.451 -2.433 3.098
C -0.351 0.242 3.807
C -1.576 0.879 3.639
C -2.219 1.481 4.708
C -1.630 1.472 5.965
C -0.406 0.849 6.144
C 0.225 0.225 5.077
C 0.464 -2.870 -1.300
C 0.650 -4.253 -1.289
C 1.492 -4.866 -2.204
C 2.127 -4.108 -3.178
C 1.947 -2.735 -3.216
C 1.157 -2.110 -2.254
P 0.808 -0.324 -2.246
C 2.279 0.663 -2.655
C 3.524 0.144 -3.004
C 4.556 1.002 -3.360
C 4.364 2.375 -3.357
C 3.139 2.901 -2.973
C 2.106 2.048 -2.619
C -0.186 -0.231 -3.788
C -0.014 0.772 -4.740
C -0.709 0.733 -5.942
C -1.572 -0.316 -6.218
C -1.726 -1.337 -5.291
C -1.037 -1.298 -4.090
H -2.504 -3.256 -1.481
H -2.626 -1.550 -1.884
H -3.306 -2.165 -0.368
H -2.044 -4.659 0.678
H -2.342 -5.700 2.879
H -1.522 -4.569 4.915
H -0.372 -2.398 4.746
H 2.638 0.953 3.085
H 4.968 0.438 3.656
H 5.703 -1.915 3.881
H 4.083 -3.748 3.538
H 1.753 -3.248 2.944
H -2.023 0.914 2.655
H -3.175 1.968 4.569
H -2.127 1.945 6.801
H 0.055 0.831 7.122
H 1.164 -0.284 5.244
H 0.136 -4.861 -0.553
H 1.632 -5.939 -2.179
H 2.751 -4.589 -3.919
H 2.402 -2.163 -4.013
H 3.707 -0.919 -2.988
H 5.516 0.590 -3.639
H 5.173 3.035 -3.642
H 2.987 3.973 -2.953
H 1.149 2.459 -2.318
H 0.696 1.570 -4.578
H -0.551 1.515 -6.673
H -2.100 -0.352 -7.161
H -2.370 -2.178 -5.511
H -1.130 -2.131 -3.409
C -1.642 3.161 -2.991
Si -2.932 2.153 -2.088
C -4.270 3.346 -1.560
C -3.619 0.846 -3.230
Ge -1.643 1.291 -0.050
Si -0.902 3.494 0.941
C -0.024 3.380 2.611
C -2.361 4.632 1.260
C 0.241 4.439 -0.224
Si -4.080 0.436 0.819
C -4.738 1.942 1.694
C -3.893 -0.952 2.056
C -5.223 -0.094 -0.554
H -2.195 3.715 -3.757
H -0.914 2.537 -3.501
H -1.124 3.883 -2.371
H -4.554 3.881 -2.472
H -3.941 4.089 -0.838
H -5.170 2.870 -1.181
H -3.243 1.047 -4.236
H -4.707 0.892 -3.254
H -3.324 -0.170 -2.986
H -0.759 3.363 3.412
H 0.538 4.315 2.702
H 0.658 2.558 2.808
H -3.223 4.166 1.734
H -2.688 5.139 0.353
H -1.997 5.405 1.943
H 0.920 3.829 -0.818
H 0.850 5.103 0.396
H -0.330 5.083 -0.891
H -4.118 2.249 2.532
H -5.707 1.629 2.101
H -4.914 2.793 1.042
H -3.665 -0.582 3.053
H -3.168 -1.721 1.809
H -4.877 -1.432 2.090
H -5.671 0.744 -1.080
H -6.033 -0.635 -0.055
H -4.787 -0.769 -1.282
N 2.338 2.198 0.553
C 3.114 1.107 0.365
N 2.625 -0.095 0.230
C 3.667 -1.021 0.064
C 3.547 -2.399 -0.057
C 4.688 -3.162 -0.224
C 5.953 -2.578 -0.264
C 6.094 -1.209 -0.122
C 4.944 -0.452 0.046
S 4.835 1.267 0.287
H 1.432 2.045 0.967
H 2.775 3.074 0.787
H 2.581 -2.870 -0.013
H 4.593 -4.236 -0.321
H 6.830 -3.195 -0.396
H 7.070 -0.744 -0.134
*
```

As for the HOMO energy (alpha / beta): -12.72 / -12.95 eV. The orbital gap (alpha / beta) comes out at 7.20 / 5.57 eV. The energy above the lowest of the compared OMol25 structures with the same formula, charge and spin comes out at 0.000 eV.



Record 2
ORCA calculation (wB97M-V/def2-TZVPD) on a 5-piece molecular cluster, C53H65F4N3O10S2 overall.

Geometry as ORCA input:
```
! wB97M-V def2-TZVPD RIJCOSX def2/J DEFGRID3
* xyz 0 1
C 1.222 -3.031 8.759
C 0.001 -3.314 7.784
C -0.969 -2.068 7.655
O -1.968 -1.979 8.318
O -0.572 -1.099 6.710
C -1.492 -1.097 5.606
C -1.006 -2.026 4.378
C -0.865 -1.088 3.141
C -1.708 -1.078 2.061
C -2.922 -2.109 1.982
F -3.767 -1.952 3.107
F -3.710 -1.895 0.846
C -2.427 -3.628 1.881
F -3.016 -4.395 2.903
F -2.775 -4.239 0.693
C -1.427 0.007 0.907
O -2.372 0.646 0.503
C 0.056 0.187 0.514
C 0.950 0.179 1.717
C 2.388 0.392 1.629
C 2.907 0.663 0.278
O 4.318 0.922 0.198
C 4.692 1.783 1.177
N 4.899 2.671 1.878
C 2.054 0.672 -0.934
C 2.837 1.047 -2.234
C 2.161 2.394 -2.816
C 3.197 3.626 -2.770
S 2.383 5.224 -2.360
C 2.301 6.226 -3.885
S 2.730 5.674 -5.384
N 1.847 7.600 -3.683
C 0.461 7.805 -4.061
C -0.384 6.872 -4.813
C -1.809 7.161 -5.118
C -2.460 8.415 -4.668
C -1.589 9.369 -3.939
C -0.175 9.089 -3.634
C 2.749 8.586 -4.260
C 2.755 9.036 -5.661
C 3.746 10.048 -6.098
C 4.724 10.664 -5.166
C 4.711 10.214 -3.765
C 3.729 9.210 -3.343
C 0.574 0.388 -0.877
N -0.262 0.371 -2.014
C -1.445 -0.547 -1.964
C 0.382 -0.175 -3.249
C 1.073 -1.592 -3.269
O 0.337 0.460 -4.272
C 0.366 -0.086 3.162
O 0.829 0.384 4.167
H 1.911 -2.242 8.360
H 1.740 -4.026 8.907
H 0.880 -2.712 9.786
H -0.598 -4.152 8.223
H 0.362 -3.630 6.773
H -2.554 -1.347 5.899
H -1.534 -0.029 5.233
H -0.078 -2.605 4.634
H -1.836 -2.785 4.256
H -1.313 -3.659 2.042
H 2.992 0.355 2.566
H 2.851 0.224 -3.011
H 3.911 1.318 -2.073
H 1.314 2.695 -2.140
H 1.861 2.295 -3.889
H 3.648 3.670 -3.810
H 4.075 3.417 -2.088
H 0.012 5.891 -5.161
H -2.436 6.431 -5.697
H -3.544 8.616 -4.874
H -2.038 10.338 -3.592
H 0.448 9.834 -3.072
H 2.039 8.603 -6.399
H 3.807 10.408 -7.160
H 5.457 11.448 -5.462
H 5.407 10.606 -2.979
H 3.740 8.869 -2.278
H -2.350 0.104 -1.777
H -1.354 -1.389 -1.223
H -1.667 -1.042 -2.959
H 0.348 -2.391 -3.601
H 1.896 -1.579 -4.038
H 1.508 -1.849 -2.258
C 0.543 -7.957 5.250
C 1.892 -7.544 5.804
C 1.734 -6.040 5.931
O 0.345 -5.790 6.191
C -0.395 -6.999 5.959
H 0.295 -9.003 5.428
H 0.514 -7.778 4.171
H 2.039 -7.989 6.793
H 2.734 -7.832 5.173
H 1.998 -5.531 4.997
H 2.339 -5.621 6.738
H -0.705 -7.394 6.933
H -1.289 -6.775 5.375
C -1.762 -12.671 3.084
C -2.484 -11.525 2.402
C -2.383 -10.426 3.445
O -1.162 -10.648 4.164
C -0.654 -11.946 3.826
H -1.387 -13.427 2.393
H -2.432 -13.160 3.797
H -1.944 -11.232 1.497
H -3.513 -11.755 2.126
H -3.209 -10.480 4.161
H -2.370 -9.428 3.002
H 0.226 -11.807 3.189
H -0.346 -12.467 4.735
C 2.533 2.550 -9.595
C 1.872 3.677 -10.363
C 1.967 4.826 -9.376
O 3.152 4.608 -8.599
C 3.633 3.282 -8.849
H 2.910 1.747 -10.230
H 1.822 2.118 -8.885
H 2.454 3.907 -11.261
H 0.847 3.461 -10.668
H 1.112 4.834 -8.690
H 2.026 5.799 -9.868
H 4.540 3.362 -9.457
H 3.890 2.801 -7.902
C -5.641 0.502 3.137
C -5.369 0.919 1.725
C -6.632 1.688 1.373
O -7.118 2.268 2.595
C -6.402 1.689 3.695
H -4.738 0.269 3.702
H -6.287 -0.382 3.140
H -4.503 1.585 1.706
H -5.175 0.086 1.050
H -7.409 1.018 0.989
H -6.456 2.474 0.636
H -5.716 2.450 4.086
H -7.099 1.412 4.488
*
```

As for the HOMO energy: -8.15 eV. The orbital gap comes out at 6.64 eV. The SMILES is CCC(=O)OCCC1=C(C(F)(F)C(F)F)C(=O)c2c(cc(OC#N)c(CCCSC(=S)N(c3ccccc3)c3ccccc3)c2N(C)C(C)=O)C1=O.C1CCOC1.C1CCOC1.C1CCOC1.C1CCOC1.



Record 3
ORCA calculation (wB97M-V/def2-TZVPD) on C53H68Ge2N6PSTi as an isolated structure.

Geometry as ORCA input:
```
! wB97M-V def2-TZVPD RIJCOSX def2/J DEFGRID3
* xyz -1 1
Ti 0.906 -0.260 -0.304
S 5.280 1.359 -0.109
C 5.065 0.497 1.377
C 5.966 0.378 2.422
C 5.632 -0.426 3.497
C 4.420 -1.116 3.500
C 3.524 -0.986 2.458
C 3.814 -0.142 1.386
N 3.014 0.093 0.270
C 3.712 0.828 -0.618
C 3.151 1.056 -1.909
C 3.767 1.777 -2.944
C 3.124 1.888 -4.157
C 1.877 1.290 -4.347
C 1.271 0.608 -3.294
C 1.882 0.490 -2.050
H 6.917 0.893 2.392
H 6.323 -0.536 4.322
H 4.169 -1.772 4.323
H 2.614 -1.561 2.453
H 4.741 2.238 -2.808
H 3.589 2.432 -4.971
H 1.390 1.365 -5.313
H 0.299 0.143 -3.440
C 0.488 -6.583 0.087
C 0.210 -5.297 -0.674
Ge 1.034 -3.643 0.071
C 2.989 -3.674 -0.326
C 3.818 -4.498 0.647
C 0.873 -3.706 2.017
C 0.698 -2.769 2.955
Ge 0.179 -0.944 2.270
C -1.837 -1.063 2.314
C -2.560 -0.606 3.576
C 0.724 0.634 3.426
C 1.137 0.538 4.888
C 0.807 -3.199 4.369
C 1.801 -4.096 4.776
C 1.898 -4.510 6.094
C 1.000 -4.041 7.041
C 0.014 -3.147 6.654
C -0.069 -2.725 5.338
H 0.050 -7.454 -0.408
H 0.076 -6.549 1.096
H 1.557 -6.776 0.183
H -0.867 -5.133 -0.753
H 0.571 -5.375 -1.703
H 3.360 -2.641 -0.342
H 3.088 -4.048 -1.350
H 3.719 -4.106 1.662
H 4.883 -4.485 0.400
H 3.506 -5.542 0.672
H 1.004 -4.728 2.381
H -2.096 -2.107 2.109
H -2.168 -0.488 1.447
H -2.441 -1.319 4.395
H -3.639 -0.496 3.420
H -2.190 0.356 3.938
H -0.124 1.326 3.340
H 1.540 1.113 2.873
H 0.288 0.336 5.540
H 1.590 1.472 5.235
H 1.868 -0.254 5.056
H 2.526 -4.446 4.052
H 2.686 -5.194 6.384
H 1.074 -4.362 8.073
H -0.695 -2.767 7.380
H -0.841 -2.025 5.052
N -4.657 -2.827 -7.277
C -3.923 -2.795 -6.382
C -3.034 -2.745 -5.292
C -3.505 -2.925 -3.970
C -2.661 -2.842 -2.905
C -1.257 -2.576 -3.086
C -0.791 -2.443 -4.440
C -1.655 -2.511 -5.493
C -0.433 -2.427 -2.021
C 0.280 -2.142 -0.999
H -4.558 -3.119 -3.807
H -3.039 -2.962 -1.898
H 0.262 -2.253 -4.610
H -1.282 -2.384 -6.501
N -0.585 0.794 -0.241
P -1.216 2.108 -0.825
N -0.143 3.392 -0.867
C 1.113 3.382 -0.143
C 2.127 4.292 -0.823
C 1.593 5.713 -0.937
C 0.242 5.694 -1.640
C -0.711 4.734 -0.942
N -1.790 1.948 -2.371
C -2.593 0.758 -2.660
C -3.666 1.051 -3.694
C -3.057 1.538 -5.019
C -1.636 2.065 -4.811
C -1.490 2.826 -3.500
N -2.526 2.593 0.096
C -2.373 2.565 1.548
C -3.157 3.703 2.183
C -4.658 3.548 1.909
C -4.896 2.837 0.571
C -3.770 3.149 -0.404
H 1.500 2.363 -0.102
H 0.950 3.709 0.898
H 2.332 3.887 -1.815
H 3.066 4.263 -0.263
H 2.297 6.359 -1.467
H 1.473 6.135 0.068
H 0.373 5.363 -2.675
H -0.202 6.691 -1.673
H -1.665 4.696 -1.476
H -0.933 5.102 0.075
H -3.036 0.407 -1.724
H -1.942 -0.051 -3.006
H -4.353 1.803 -3.298
H -4.252 0.145 -3.853
H -3.688 2.321 -5.448
H -3.037 0.722 -5.744
H -1.339 2.718 -5.636
H -0.933 1.231 -4.811
H -2.167 3.697 -3.514
H -0.468 3.198 -3.392
H -1.311 2.642 1.794
H -2.713 1.604 1.946
H -2.795 4.650 1.774
H -2.957 3.730 3.256
H -5.132 4.533 1.900
H -5.134 2.984 2.713
H -5.858 3.127 0.143
H -4.926 1.755 0.714
H -3.706 4.242 -0.543
H -3.977 2.720 -1.382
*
```

As for the HOMO energy (alpha / beta): -2.19 / -2.20 eV. The orbital gap (alpha / beta) comes out at 3.61 / 3.63 eV. The energy above the lowest of the compared OMol25 structures with the same formula, charge and spin comes out at 0.409 eV.



| no. | electronic energy (Eh) |
| --- | --- |
| 1 | -6593.59997 |
| 2 | -4170.67580 |
| 3 | -8131.81745 |